[1]
Here is a structure of composition C11H18N4Ti from the OMol25 dataset. Energies are from ωB97M-V with the def2-TZVPD basis set.

Properties
<S²>: 0.752
LUMO (spin up / spin down): -12.0 / -11.9 eV
Highest occupied orbital energy (spin up / spin down): -0.7598 / -0.7647 hartree

Structure (ORCA input):
```
! wB97M-V def2-TZVPD RIJCOSX def2/J DEFGRID3
* xyz 3 2
Ti 0.044 -0.076 -0.309
C 1.391 1.247 -1.714
C 2.337 1.263 -0.482
N 1.726 0.438 0.616
C 2.350 -0.896 0.976
C 1.228 -1.782 1.517
C 1.240 -2.698 2.543
C 0.020 -3.286 2.904
C -1.190 -2.912 2.304
C -1.142 -1.988 1.287
C -2.275 -1.296 0.531
N -1.842 0.141 0.300
C -2.329 0.855 -0.932
C -1.157 0.978 -1.945
N 0.009 1.639 -1.267
N 0.061 -1.516 0.889
H 1.353 0.215 -2.137
H 1.785 1.883 -2.505
H 2.482 2.284 -0.133
H 3.315 0.877 -0.772
H 1.692 0.989 1.470
H 3.141 -0.776 1.715
H 2.801 -1.354 0.090
H 2.151 -2.949 3.070
H 0.006 -4.010 3.710
H -2.126 -3.329 2.652
H -3.207 -1.334 1.094
H -2.448 -1.790 -0.430
H -2.108 0.671 1.125
H -2.684 1.848 -0.660
H -3.162 0.327 -1.398
H -1.482 1.487 -2.852
H -0.838 -0.047 -2.274
H -0.096 2.649 -1.227
*
```

[2]
Here is a structure of composition C9H14BF2NRhSSe2 from the OMol25 dataset. Energies are from ωB97M-V with the def2-TZVPD basis set.

Properties
LUMO: -3.2 eV
Highest occupied orbital energy: -0.4597 hartree

Structure (ORCA input):
```
! wB97M-V def2-TZVPD RIJCOSX def2/J DEFGRID3
* xyz 1 1
Rh 0.150 0.111 -0.736
C 3.168 2.188 -0.730
Se 2.474 0.449 -1.220
C 3.286 -0.610 0.205
C 2.687 -2.008 0.202
Se 0.727 -1.972 0.354
C 0.620 -1.458 2.228
H 2.967 2.387 0.316
H 2.654 2.919 -1.351
H 4.232 2.199 -0.951
H 3.118 -0.100 1.152
H 4.358 -0.651 0.010
H 3.051 -2.602 1.040
H 2.908 -2.548 -0.717
H 0.993 -2.281 2.833
H -0.430 -1.278 2.444
H 1.182 -0.546 2.399
S -1.038 2.076 -1.355
C -2.380 0.937 -1.134
C -3.721 1.151 -1.370
C -4.586 0.100 -1.104
C -4.085 -1.104 -0.627
C -2.723 -1.236 -0.434
N -1.892 -0.223 -0.687
H -4.070 2.104 -1.742
H -5.648 0.221 -1.266
H -4.739 -1.935 -0.406
H -2.283 -2.160 -0.082
F -1.246 1.475 1.443
B -0.362 1.778 0.481
F 0.630 2.615 0.808
*
```

[3]
Here is a cluster of 13 separate species, C28H70B2F23N8O10P2 in total from the OMol25 dataset. Energies are from ωB97M-V with the def2-TZVPD basis set.

Properties
LUMO: -8.0 eV
Highest occupied orbital energy: -0.5527 hartree

Structure (ORCA input):
```
! wB97M-V def2-TZVPD RIJCOSX def2/J DEFGRID3
* xyz 3 1
C -4.563 -2.253 4.634
C -3.542 -1.321 5.184
O -2.362 -1.525 5.204
N -4.015 -0.001 5.630
H -3.291 0.727 5.496
H -4.730 0.249 4.889
C -4.465 -0.036 7.055
H -4.863 -1.969 3.621
H -5.497 -2.298 5.202
H -4.088 -3.231 4.664
H -5.515 -0.316 7.036
H -4.367 0.965 7.453
H -3.798 -0.711 7.582
C 4.267 4.800 -5.381
C 3.126 5.560 -4.795
O 2.896 6.709 -4.920
N 1.990 4.678 -4.283
H 1.121 5.216 -4.434
H 1.774 3.856 -4.874
C 2.092 4.390 -2.801
H 4.823 4.211 -4.652
H 4.875 5.458 -5.988
H 3.810 4.055 -6.044
H 1.265 3.743 -2.547
H 1.985 5.360 -2.320
H 3.091 3.992 -2.667
C -2.400 1.832 -3.404
C -2.821 0.525 -3.973
O -3.898 0.076 -3.970
N -1.695 -0.318 -4.508
H -0.732 0.022 -4.313
H -1.544 -1.168 -3.923
C -1.903 -0.655 -5.934
H -2.351 2.584 -4.191
H -1.439 1.742 -2.892
H -3.066 2.124 -2.594
H -2.696 -1.391 -6.004
H -0.989 -1.161 -6.258
H -1.966 0.175 -6.627
C 4.710 0.260 -3.271
C 4.500 -0.520 -4.530
O 5.035 -0.393 -5.553
N 3.329 -1.484 -4.329
H 3.339 -1.784 -3.349
H 2.405 -1.005 -4.370
C 3.340 -2.604 -5.259
H 5.397 1.075 -3.473
H 5.128 -0.389 -2.497
H 3.741 0.633 -2.936
H 3.134 -2.235 -6.260
H 2.548 -3.303 -5.008
H 4.283 -3.143 -5.288
C 1.469 4.142 3.339
C 0.790 5.458 3.131
O 1.247 6.413 2.598
N -0.537 5.624 3.823
H -0.676 4.879 4.528
H -0.526 6.538 4.290
C -1.653 5.499 2.861
H 2.074 3.895 2.474
H 0.736 3.360 3.542
H 2.087 4.227 4.237
H -1.581 4.532 2.369
H -1.558 6.275 2.102
H -2.605 5.640 3.364
C 0.921 -5.686 -3.823
C -0.208 -5.688 -2.836
O -0.857 -6.619 -2.508
N -0.410 -4.370 -2.117
H 0.261 -3.670 -2.465
H -1.373 -3.997 -2.266
C -0.166 -4.559 -0.671
H 0.768 -6.445 -4.583
H 1.898 -5.822 -3.356
H 0.938 -4.703 -4.309
H 0.737 -5.162 -0.569
H -0.973 -5.200 -0.331
H -0.094 -3.565 -0.251
C 4.568 -1.087 1.060
C 5.191 -2.300 1.681
O 6.299 -2.332 2.049
N 4.384 -3.509 2.148
H 4.137 -4.085 1.332
H 5.022 -4.128 2.669
C 3.178 -3.310 3.055
H 5.073 -0.845 0.130
H 4.627 -0.261 1.764
H 3.507 -1.220 0.842
H 2.844 -4.329 3.231
H 2.480 -2.657 2.550
H 3.520 -2.893 3.994
C 0.132 0.522 5.224
C 1.388 -0.220 5.037
O 2.031 -0.426 4.057
N 2.007 -0.643 6.346
H 3.031 -0.731 6.293
H 1.905 0.120 7.035
C 1.372 -1.895 6.948
H -0.564 0.020 5.910
H -0.454 0.676 4.326
H 0.341 1.477 5.722
H 1.882 -2.005 7.902
H 1.525 -2.749 6.301
H 0.314 -1.723 7.114
C 0.354 -0.579 -1.591
O -1.005 -0.285 -1.507
O 0.574 -1.243 -2.772
C 1.215 0.630 -1.220
F 2.400 0.190 -0.669
F 1.581 1.401 -2.257
F 0.641 1.403 -0.286
C -1.643 -0.625 -0.283
C -2.985 0.096 -0.294
H -2.753 1.153 -0.189
H -3.392 -0.004 -1.302
H -3.727 -0.365 0.335
H -1.084 -0.476 0.651
H -1.888 -1.703 -0.299
H 0.623 -1.431 -0.934
P 1.531 1.639 -6.223
F 1.485 0.131 -5.567
F 2.792 1.271 -7.065
F 0.558 1.213 -7.375
F 1.562 3.194 -6.627
F 0.207 1.953 -5.273
F 2.479 2.063 -4.914
P -3.851 -3.752 -2.342
F -2.539 -2.998 -3.052
F -4.438 -2.370 -1.738
F -4.637 -3.580 -3.699
F -5.109 -4.485 -1.664
F -3.247 -5.217 -2.658
F -2.953 -3.811 -0.916
B -7.346 0.205 4.923
F -7.145 0.502 6.286
F -8.393 0.911 4.351
F -6.111 0.569 4.234
F -7.516 -1.188 4.752
B -2.431 3.079 5.352
F -2.838 4.372 5.620
F -1.111 3.146 4.810
F -2.449 2.246 6.487
F -3.268 2.481 4.395
*
```

[4]
Here is the molecule C6H11N from the OMol25 dataset. Energies are from ωB97M-V with the def2-TZVPD basis set.

Properties
LUMO: 0.9 eV
SMILES string: CCC[C@@H](C)C#N
Highest occupied orbital energy: -0.4145 hartree

Structure (ORCA input):
```
! wB97M-V def2-TZVPD RIJCOSX def2/J DEFGRID3
* xyz 0 1
C 1.567 1.883 -1.075
C 0.631 1.201 -0.083
C 0.285 -0.256 -0.410
C -1.030 -0.739 0.257
C -1.046 -2.243 0.555
C -1.316 0.001 1.500
N -1.552 0.589 2.468
H 1.679 2.941 -0.812
H 2.566 1.435 -1.082
H 1.166 1.835 -2.094
H 1.070 1.238 0.922
H -0.295 1.784 -0.019
H 0.170 -0.386 -1.494
H 1.107 -0.918 -0.108
H -1.861 -0.505 -0.421
H -0.886 -2.816 -0.363
H -0.252 -2.497 1.266
H -2.003 -2.545 0.993
*
```

[5]
Here is a structure of composition C4H6BrCoO2 from the OMol25 dataset. Energies are from ωB97M-V with the def2-TZVPD basis set.

Properties
<S²>: 3.760
LUMO (spin up / spin down): -7.9 / -9.2 eV
Highest occupied orbital energy (spin up / spin down): -0.4566 / -0.4565 hartree

Structure (ORCA input):
```
! wB97M-V def2-TZVPD RIJCOSX def2/J DEFGRID3
* xyz 1 4
Co -4.364 2.189 -2.625
Br -4.124 0.763 -0.685
O 2.683 1.538 0.009
C 1.732 0.737 0.040
O 0.437 1.186 0.022
C -0.441 0.227 0.445
C 0.186 -1.167 0.180
C 1.654 -0.774 0.311
H -1.342 0.367 -0.152
H -0.707 0.451 1.478
H 0.007 -1.572 -0.816
H -0.156 -1.801 0.998
H 2.277 -1.214 -0.467
H 2.158 -0.932 1.264
*
```

[6]
Here is the molecule C26H37N5O5 from the OMol25 dataset. Energies are from ωB97M-V with the def2-TZVPD basis set.

Properties
LUMO: 0.6 eV
SMILES string: CCOc1cc(C(=O)N[C@@H](C)C(=O)N2CCC3(CC2)NCCc2[nH]cnc23)cc(OCC)c1OCC
Highest occupied orbital energy: -0.2986 hartree

Structure (ORCA input):
```
! wB97M-V def2-TZVPD RIJCOSX def2/J DEFGRID3
* xyz 0 1
C 2.295 -3.068 1.942
C 3.266 -2.876 0.780
O 4.290 -1.947 1.072
C 4.012 -0.610 1.100
C 2.812 -0.055 0.685
C 2.629 1.323 0.725
C 1.332 1.942 0.317
O 0.856 2.918 0.868
N 0.730 1.327 -0.721
C -0.555 1.722 -1.244
C -0.398 2.897 -2.219
C -1.110 0.501 -1.986
O -0.347 -0.395 -2.318
N -2.414 0.489 -2.306
C -3.441 1.396 -1.855
C -4.423 0.664 -0.937
C -5.053 -0.541 -1.649
C -3.909 -1.439 -2.153
C -2.957 -0.641 -3.036
N -5.860 -0.072 -2.784
C -6.835 -1.022 -3.280
C -7.919 -1.405 -2.247
C -7.200 -1.690 -0.980
N -7.640 -2.372 0.123
C -6.609 -2.373 1.009
N -5.564 -1.746 0.549
C -5.918 -1.309 -0.694
C 3.651 2.140 1.163
C 4.876 1.607 1.568
O 5.785 2.538 1.951
C 7.162 2.228 2.095
C 7.921 3.547 2.078
C 5.054 0.218 1.571
O 6.252 -0.321 2.000
C 6.196 -1.242 3.080
C 5.494 -0.677 4.309
H 1.555 -3.819 1.681
H 1.784 -2.138 2.179
H 2.836 -3.397 2.827
H 2.731 -2.596 -0.135
H 3.803 -3.810 0.588
H 2.006 -0.686 0.348
H 1.149 0.542 -1.204
H -1.180 2.017 -0.395
H -1.354 3.194 -2.641
H 0.035 3.740 -1.685
H 0.271 2.612 -3.029
H -3.981 1.761 -2.736
H -3.012 2.246 -1.330
H -5.203 1.355 -0.611
H -3.906 0.296 -0.050
H -3.378 -1.831 -1.285
H -4.309 -2.280 -2.718
H -3.503 -0.263 -3.906
H -2.120 -1.260 -3.362
H -6.342 0.780 -2.512
H -6.301 -1.925 -3.583
H -7.301 -0.588 -4.168
H -8.487 -2.271 -2.593
H -8.620 -0.574 -2.113
H -8.546 -2.793 0.244
H -6.666 -2.839 1.972
H 3.514 3.208 1.203
H 7.493 1.583 1.276
H 7.338 1.706 3.042
H 7.760 4.059 1.133
H 7.569 4.188 2.881
H 8.984 3.362 2.207
H 5.711 -2.172 2.764
H 7.247 -1.449 3.299
H 5.967 0.250 4.628
H 5.545 -1.396 5.122
H 4.448 -0.470 4.087
*
```

[7]
Here is a structure of composition C17H35MgO16 from the OMol25 dataset. Energies are from ωB97M-V with the def2-TZVPD basis set.

Properties
LUMO: -7.1 eV
Highest occupied orbital energy: -0.3883 hartree

Structure (ORCA input):
```
! wB97M-V def2-TZVPD RIJCOSX def2/J DEFGRID3
* xyz 1 1
Mg 16.677 -22.794 0.901
C 21.247 -21.948 -3.143
C 19.776 -22.171 -3.356
O 19.017 -22.191 -2.185
H 21.938 -22.075 -3.976
H 21.605 -22.712 -2.453
H 21.567 -20.994 -2.725
H 19.808 -23.122 -3.887
H 19.483 -21.430 -4.099
C 18.854 -16.862 1.893
O 17.828 -16.693 2.882
C 17.138 -17.826 3.286
O 17.251 -18.939 2.760
O 16.199 -17.523 4.221
C 16.189 -16.416 5.179
H 18.882 -17.808 1.351
H 19.835 -16.766 2.359
H 18.675 -16.088 1.147
H 15.294 -16.441 5.800
H 16.317 -15.423 4.749
H 16.977 -16.564 5.918
C 20.861 -26.355 3.698
O 21.569 -25.128 4.013
C 21.152 -23.966 3.379
O 20.116 -23.793 2.754
O 22.128 -23.105 3.655
C 22.060 -21.763 3.067
H 20.840 -26.530 2.623
H 19.870 -26.347 4.152
H 21.458 -27.161 4.126
H 23.040 -21.343 3.297
H 21.168 -21.283 3.468
H 21.867 -21.805 1.995
C 16.106 -30.186 1.079
O 15.957 -28.749 1.105
C 15.796 -27.974 -0.028
O 15.656 -26.744 0.029
O 15.676 -28.814 -1.120
C 15.719 -28.357 -2.418
H 16.886 -30.562 0.417
H 15.120 -30.566 0.810
H 16.404 -30.646 2.021
H 16.524 -27.707 -2.759
H 14.837 -27.758 -2.648
H 15.811 -29.229 -3.064
C 11.643 -20.321 2.439
O 11.314 -20.409 1.074
C 12.102 -20.958 0.125
O 13.180 -21.503 0.391
O 11.517 -20.901 -1.088
C 12.177 -21.446 -2.296
H 12.395 -21.052 2.736
H 10.734 -20.448 3.026
H 12.024 -19.317 2.625
H 11.463 -22.077 -2.826
H 13.131 -21.904 -2.037
H 12.445 -20.630 -2.968
C 16.626 -23.015 7.549
O 16.261 -24.358 7.319
C 15.715 -24.657 6.114
O 15.647 -23.907 5.117
O 15.260 -25.889 6.088
C 15.131 -26.706 7.276
H 17.291 -22.834 8.394
H 15.748 -22.421 7.801
H 17.166 -22.601 6.697
H 14.505 -26.173 7.992
H 16.110 -26.807 7.745
H 14.588 -27.646 7.179
*
```

[8]
Here is a structure of composition C29H35BCeN4O6 from the OMol25 dataset. Energies are from ωB97M-V with the def2-TZVPD basis set.

Properties
LUMO (spin up / spin down): -0.4 / -2.6 eV
Highest occupied orbital energy (spin up / spin down): -0.2388 / -0.2381 hartree

Structure (ORCA input):
```
! wB97M-V def2-TZVPD RIJCOSX def2/J DEFGRID3
* xyz 0 1
Ce -0.711 -0.056 -0.521
O 2.910 -3.062 -3.905
C 2.629 -1.987 -4.655
C 3.298 -1.825 -5.869
C 3.056 -0.725 -6.667
C 2.135 0.235 -6.273
C 1.453 0.076 -5.081
C 1.684 -1.023 -4.261
C 0.937 -1.131 -2.982
O -0.093 -0.407 -2.792
N 1.384 -2.041 -2.135
N 0.789 -1.984 -0.901
C 0.710 -3.013 -0.155
C -0.010 -2.846 1.169
C -0.165 -4.155 1.898
C -1.330 -4.487 2.480
C -2.474 -3.658 2.330
C -2.389 -2.602 1.458
N -1.303 -2.197 0.801
H 2.415 -2.930 -3.039
H 4.028 -2.568 -6.153
H 3.594 -0.613 -7.600
H 1.963 1.106 -6.889
H 0.731 0.810 -4.750
H 1.063 -4.000 -0.471
H 0.706 -4.792 1.961
H -1.422 -5.418 3.025
H -3.405 -3.918 2.810
H -3.291 -2.032 1.222
O 2.974 1.120 -1.174
C 1.805 1.361 -0.898
O 1.157 0.991 0.121
C 1.022 2.278 -1.860
C 1.697 3.094 -2.763
C 0.966 3.949 -3.567
C -0.419 3.937 -3.461
C -1.007 3.078 -2.548
N -0.308 2.277 -1.751
H 2.771 3.018 -2.813
H 1.467 4.614 -4.260
H -1.034 4.582 -4.072
H -2.087 3.024 -2.430
C -3.570 3.857 2.130
C -3.474 2.331 2.278
C -4.562 1.869 3.250
O -3.736 1.765 0.998
B -2.622 1.167 0.414
O -1.574 1.276 1.383
C -2.034 1.818 2.623
C -1.035 2.883 3.085
C -2.003 0.667 3.639
H -4.572 4.115 1.790
H -2.865 4.205 1.380
H -3.379 4.359 3.076
H -5.525 2.251 2.918
H -4.363 2.242 4.252
H -4.620 0.786 3.271
H -0.995 3.725 2.399
H -0.047 2.424 3.100
H -1.277 3.241 4.085
H -2.604 -0.168 3.287
H -2.340 0.983 4.624
H -0.975 0.318 3.717
C 2.783 -0.658 2.846
C 2.153 -2.024 2.556
C 3.052 -2.793 1.590
C 0.723 -1.777 2.051
H 3.800 -0.758 3.228
H 2.194 -0.114 3.584
H 2.814 -0.067 1.930
H 2.095 -2.597 3.490
H 3.041 -2.336 0.604
H 2.745 -3.831 1.501
H 4.077 -2.778 1.963
H 0.721 -0.845 1.458
H 0.072 -1.624 2.919
*
```